DFT (wB97M-V/def2-TZVPD) results for a structure of composition C28H21F3O2S in a non-equilibrium geometry.

```
55
Properties=species:S:1:pos:R:3:mulliken_charge:R:1
C 1.582 -2.398 -0.531 -0.211
C 1.883 2.302 -1.967 -1.120
H 5.142 -1.722 -3.137 0.315
H 2.629 -0.952 -3.996 0.381
F -3.503 -1.127 -0.795 -0.150
C 0.190 0.729 1.795 0.518
H 3.050 0.752 3.633 0.403
H -3.058 1.702 -0.767 0.656
C -4.348 1.506 0.974 -0.987
H 1.693 4.005 -3.264 0.387
O -0.805 -3.639 0.005 -0.597
H 0.441 -0.374 -2.981 0.443
C 1.108 -1.036 -2.459 -0.165
C -0.724 0.534 2.867 -0.320
H 1.354 -2.814 0.457 0.444
S -1.353 -2.369 0.272 0.973
H 2.874 2.015 -2.324 0.431
C -2.077 0.739 2.357 0.156
H 5.098 -3.279 -2.319 0.345
H -1.242 -0.616 -1.280 0.669
C 0.714 -1.489 -1.166 -0.152
H 1.435 0.310 5.475 0.398
C -3.056 -2.399 -0.571 0.648
C -3.117 1.472 0.291 -0.063
H -5.409 1.196 2.831 0.389
H 2.276 1.083 1.316 0.449
H -5.248 1.781 0.418 0.395
C 2.343 -1.387 -3.020 -0.831
H 4.397 -3.114 -3.955 0.325
C -4.439 1.167 2.330 -0.840
H -1.685 3.221 -0.682 0.656
F -2.949 -3.026 -1.764 -0.233
H 3.442 -3.514 -0.635 0.259
C -0.088 3.697 -2.051 -0.913
C 2.782 -2.780 -1.127 -1.057
C 1.545 0.854 2.086 -0.175
H -3.327 0.513 4.097 0.410
C 1.285 1.563 -0.945 -0.476
C -0.580 0.847 0.509 2.790
O -1.660 -1.980 1.655 -0.578
H -0.611 4.571 -2.456 0.401
C -1.979 1.071 0.979 -0.554
C -0.696 2.922 -1.049 -0.532
C -0.302 0.355 4.176 -0.955
C -3.288 0.775 3.036 -0.477
C -0.018 1.813 -0.492 0.843
C -0.496 -0.932 -0.479 -0.515
H 1.813 0.703 -0.532 0.293
C 1.980 0.679 3.415 -1.061
H -1.037 0.169 4.966 0.403
C 1.072 0.434 4.455 -0.716
C 4.518 -2.621 -2.984 -1.424
F -3.947 -3.040 0.211 -0.217
C 1.203 3.396 -2.505 -0.633
C 3.195 -2.269 -2.370 1.172
```

Gap between HOMO and LUMO ... 7.646 eV
HOMO ... -8.219 eV